1.
{"formula": "C7H12F3O2S", "method": "the ωB97M-V functional and the def2-TZVPD basis", "s2": 2.01, "homo_energy_ev": [-3.9454, -3.5562], "total_charge": -1, "spin_multiplicity": 3, "symbols": ["C", "C", "C", "C", "C", "C", "C", "O", "O", "F", "F", "F", "S", "H", "H", "H", "H", "H", "H", "H", "H", "H", "H", "H", "H"], "coordinates": [[-0.339466, -1.907249, 0.457323], [0.709139, 0.152378, 1.663981], [1.720796, 1.126097, -1.155094], [-2.025251, 0.994193, -1.512162], [0.458020, -0.558153, 0.282614], [0.973325, -0.135194, -0.820297], [-1.864024, 1.411416, -0.155427], [-1.155740, 3.777925, -0.779635], [-1.997808, 3.537928, 1.489812], [2.800245, -1.936470, 0.921112], [0.827777, -0.829026, -1.954287], [-2.621618, 0.574424, 0.602910], [-2.070739, 3.130956, 0.111356], [0.016267, -2.498650, -0.372598], [-1.380112, -1.780999, 0.363453], [-0.079704, -2.438831, 1.468341], [1.332503, 0.980086, 1.555293], [-0.294202, 0.555022, 1.993870], [0.981657, -0.583903, 2.487176], [2.433598, 1.108868, -1.982347], [2.126132, 1.357143, -0.125325], [1.063974, 1.998534, -1.425655], [-3.087937, 0.811668, -1.824181], [-1.497071, 0.052823, -1.612448], [-1.306427, 1.722222, -1.916205]], "forces_ev_per_angstrom": [[2.96, 0.45, 0.77], [-2.84, -2.02, -0.21], [-0.60, 1.19, 2.27], [1.60, -0.13, -1.18], [-1.16, -1.61, 5.25], [1.13, 1.89, -2.54], [-1.28, -2.39, 1.16], [0.99, 0.13, -1.46], [-0.19, -0.65, 1.03], [-0.15, 0.06, 0.03], [-0.70, -1.27, -1.19], [0.28, 0.92, 1.28], [-1.24, 1.50, 0.93], [-0.05, -0.70, 0.00], [-1.45, 0.35, 0.02], [-0.30, 1.20, -2.04], [1.33, 1.10, 0.24], [0.79, -0.20, -0.24], [0.27, 0.90, -1.50], [0.23, -0.71, 0.54], [0.44, 0.37, -1.58], [0.10, -0.83, 0.35], [0.88, 0.95, -0.09], [-0.07, -0.40, -0.10], [-1.00, -0.12, -1.75]], "nbo_charge": [-0.63, -0.60, -0.68, -0.77, 0.00, 0.39, 0.19, -0.87, -0.85, -0.95, -0.36, -0.34, 1.75, 0.23, 0.19, 0.24, 0.20, 0.18, 0.25, 0.23, 0.24, 0.20, 0.23, 0.27, 0.26]}

2.
{"formula": "C7H12IMnN4OPS", "method": "the ωB97M-V functional and the def2-TZVPD basis", "s2": 0.81, "homo_energy_ev": [-8.9971, -8.8734], "spin_multiplicity": 2, "symbols": ["Mn", "C", "N", "C", "N", "C", "N", "C", "P", "C", "C", "H", "H", "H", "H", "H", "H", "H", "H", "H", "H", "H", "H", "S", "I", "O", "C", "N"], "coordinates": [[0.277210, 0.612267, 1.139700], [4.343960, 0.511723, -1.988882], [3.064959, 0.177011, -2.617344], [2.983586, -1.275937, -2.772093], [3.173793, -2.021307, -1.526423], [4.448225, -1.615011, -0.929890], [4.580120, -0.171869, -0.715750], [3.663194, 0.300948, 0.327474], [1.938482, -0.036994, -0.163614], [1.935881, 0.700570, -1.844044], [2.057893, -1.805699, -0.597114], [4.396225, 1.590300, -1.834055], [5.140149, 0.219954, -2.676267], [3.768496, -1.581244, -3.466575], [2.016904, -1.537531, -3.204964], [5.246310, -1.924430, -1.607316], [4.580214, -2.132093, 0.021677], [3.788174, 1.372410, 0.496107], [3.865070, -0.207672, 1.272563], [2.001970, 1.786361, -1.751339], [0.992876, 0.467156, -2.342720], [1.118892, -2.137469, -1.045559], [2.205761, -2.384400, 0.317055], [0.916455, -0.544316, 2.578956], [0.806311, 3.041393, 1.204193], [-3.164825, -0.308188, -1.048310], [-2.172195, -0.068390, -0.472026], [-1.149284, 0.167250, 0.100167]], "forces_ev_per_angstrom": [[-0.01, 0.11, -0.08], [0.03, -0.01, -0.02], [-0.03, 0.02, 0.06], [0.03, -0.01, -0.03], [-0.07, 0.06, 0.07], [0.04, 0.00, -0.02], [-0.10, 0.00, 0.04], [0.19, -0.05, -0.06], [-0.43, 0.17, 0.28], [0.08, -0.02, -0.11], [0.15, -0.15, -0.12], [0.00, 0.00, 0.01], [0.00, 0.01, 0.00], [-0.01, 0.00, 0.00], [0.00, 0.00, 0.01], [0.00, -0.01, 0.01], [-0.01, 0.00, 0.00], [0.01, 0.00, -0.03], [0.01, -0.01, -0.01], [0.02, 0.00, -0.02], [0.00, -0.01, 0.01], [0.01, 0.02, -0.02], [0.02, 0.00, -0.01], [0.01, 0.02, 0.07], [0.09, -0.03, 0.06], [0.00, 0.04, -0.02], [0.00, -0.11, 0.06], [-0.03, -0.04, -0.11]], "nbo_charge": [0.37, -0.08, -0.45, -0.08, -0.45, -0.08, -0.45, -0.56, 1.12, -0.56, -0.56, 0.20, 0.21, 0.21, 0.20, 0.21, 0.20, 0.25, 0.24, 0.25, 0.24, 0.24, 0.24, -0.12, -0.27, -0.54, 0.84, -0.83]}

3.
{"formula": "C7H12InO3", "method": "the ωB97M-V functional and the def2-TZVPD basis", "s2": 0.75, "homo_energy_ev": [-16.7879, -16.7879], "total_charge": 2, "spin_multiplicity": 2, "symbols": ["C", "C", "H", "H", "H", "H", "H", "O", "C", "O", "O", "C", "C", "C", "C", "In", "H", "H", "H", "H", "H", "H", "H"], "coordinates": [[0.577825, -0.177948, 2.775231], [1.794274, 0.213176, 2.295058], [0.023200, -0.987484, 2.296054], [0.164803, 0.277149, 3.677704], [2.235198, -0.284660, 1.428641], [2.378167, 0.977350, 2.812145], [0.644519, 0.852812, 1.847586], [-1.505401, -3.059031, -3.263867], [-0.689017, -2.322886, -2.645570], [0.547555, -2.569416, -2.651922], [-1.180858, -1.272473, -2.003038], [-0.271265, -0.418708, -1.302676], [-1.067912, 0.752475, -0.751200], [-0.197806, 1.787653, -0.112146], [-0.417417, 2.352417, 1.087898], [0.102075, -4.111519, -3.765021], [0.506903, -0.070856, -1.995440], [0.209887, -0.990925, -0.498181], [-1.837231, 0.403245, -0.048674], [-1.587136, 1.241207, -1.594041], [0.695005, 2.085279, -0.673890], [0.209328, 3.175513, 1.437946], [-1.334698, 2.147632, 1.647404]], "forces_ev_per_angstrom": [[0.11, -0.09, 0.18], [0.14, -0.19, 0.23], [0.07, 0.27, 0.12], [0.03, -0.09, -0.23], [-0.13, 0.25, 0.17], [-0.15, -0.11, -0.19], [0.02, -0.05, -0.05], [-1.58, 0.47, 0.17], [-2.24, 3.83, 2.12], [1.71, 1.69, 1.47], [0.12, -1.40, -0.82], [0.72, 0.54, 0.28], [-0.51, 0.12, -0.19], [0.51, 0.00, 0.53], [-0.21, 0.20, -0.53], [1.59, -4.93, -3.22], [-0.17, -0.11, 0.15], [-0.08, 0.00, -0.19], [0.13, 0.07, -0.21], [0.06, -0.20, 0.22], [-0.26, 0.02, 0.10], [-0.13, -0.26, -0.04], [0.26, -0.03, -0.07]], "mulliken_charge": [-0.27, -0.38, 0.25, 0.30, 0.27, 0.28, 0.33, -0.50, 1.05, -0.47, -0.24, -0.43, -0.33, -0.09, -1.06, 0.84, 0.40, 0.22, 0.34, 0.35, 0.37, 0.39, 0.37]}

4.
{"formula": "C7H12N", "method": "the ωB97M-V functional and the def2-TZVPD basis", "e_above_lowest_ev": 3.382, "homo_energy_ev": -14.3981, "total_charge": 1, "symbols": ["C", "C", "C", "C", "C", "C", "C", "N", "H", "H", "H", "H", "H", "H", "H", "H", "H", "H", "H", "H"], "coordinates": [[-2.344554, 1.241505, -0.926593], [-1.658336, 0.006002, -1.005243], [-0.465951, 1.508653, 0.306051], [-0.398285, 0.168506, -0.266339], [0.943879, -1.459758, 1.466772], [1.837398, -1.209153, -0.949058], [1.373187, -0.578222, 0.378327], [-1.674305, 2.135320, -0.228418], [-3.365029, 1.580570, -1.176291], [-0.679621, 1.574396, 1.296316], [0.492450, 2.029426, -0.073624], [1.658712, 0.325824, 0.770484], [1.798553, -1.828590, 2.025051], [0.480313, -0.978479, 2.261647], [0.341427, -2.370856, 1.336541], [1.304470, -2.169115, -0.955678], [2.906134, -1.470560, -1.008361], [1.645182, -0.653878, -1.771157], [-2.190495, 2.903086, 0.205761], [-2.005133, -0.754675, -1.686187]], "forces_ev_per_angstrom": [[-0.40, 0.72, 1.03], [2.97, 0.46, 0.60], [1.05, 1.53, -3.76], [-1.34, -1.01, -0.30], [0.65, -2.21, 0.85], [1.16, -2.18, 3.48], [-4.59, -1.58, -3.50], [-0.44, -0.23, -0.33], [0.57, -0.86, -0.46], [0.56, -0.11, 3.49], [-1.45, -0.27, 1.01], [1.45, 2.11, 0.31], [0.82, -0.20, -0.27], [-1.22, 1.53, 1.20], [0.21, 0.42, -0.98], [0.09, 0.28, -0.49], [-0.19, 0.21, 0.51], [-0.84, 1.83, -2.46], [0.66, -0.05, -0.24], [0.27, -0.40, 0.32]], "nbo_charge": [0.18, -0.36, -0.38, 0.18, -0.69, -0.64, 0.05, -0.46, 0.25, 0.27, 0.28, 0.19, 0.26, 0.23, 0.25, 0.23, 0.25, 0.22, 0.44, 0.27]}

Copy entry 4 word for word.
{"formula": "C7H12N", "method": "the ωB97M-V functional and the def2-TZVPD basis", "e_above_lowest_ev": 3.382, "homo_energy_ev": -14.3981, "total_charge": 1, "symbols": ["C", "C", "C", "C", "C", "C", "C", "N", "H", "H", "H", "H", "H", "H", "H", "H", "H", "H", "H", "H"], "coordinates": [[-2.344554, 1.241505, -0.926593], [-1.658336, 0.006002, -1.005243], [-0.465951, 1.508653, 0.306051], [-0.398285, 0.168506, -0.266339], [0.943879, -1.459758, 1.466772], [1.837398, -1.209153, -0.949058], [1.373187, -0.578222, 0.378327], [-1.674305, 2.135320, -0.228418], [-3.365029, 1.580570, -1.176291], [-0.679621, 1.574396, 1.296316], [0.492450, 2.029426, -0.073624], [1.658712, 0.325824, 0.770484], [1.798553, -1.828590, 2.025051], [0.480313, -0.978479, 2.261647], [0.341427, -2.370856, 1.336541], [1.304470, -2.169115, -0.955678], [2.906134, -1.470560, -1.008361], [1.645182, -0.653878, -1.771157], [-2.190495, 2.903086, 0.205761], [-2.005133, -0.754675, -1.686187]], "forces_ev_per_angstrom": [[-0.40, 0.72, 1.03], [2.97, 0.46, 0.60], [1.05, 1.53, -3.76], [-1.34, -1.01, -0.30], [0.65, -2.21, 0.85], [1.16, -2.18, 3.48], [-4.59, -1.58, -3.50], [-0.44, -0.23, -0.33], [0.57, -0.86, -0.46], [0.56, -0.11, 3.49], [-1.45, -0.27, 1.01], [1.45, 2.11, 0.31], [0.82, -0.20, -0.27], [-1.22, 1.53, 1.20], [0.21, 0.42, -0.98], [0.09, 0.28, -0.49], [-0.19, 0.21, 0.51], [-0.84, 1.83, -2.46], [0.66, -0.05, -0.24], [0.27, -0.40, 0.32]], "nbo_charge": [0.18, -0.36, -0.38, 0.18, -0.69, -0.64, 0.05, -0.46, 0.25, 0.27, 0.28, 0.19, 0.26, 0.23, 0.25, 0.23, 0.25, 0.22, 0.44, 0.27]}